1.
{"formula": "C13H16N2O4", "method": "the ωB97M-V functional and the def2-TZVPD basis", "lumo_energy_ev": -0.96, "elements": ["C", "C", "C", "C", "C", "C", "C", "N", "O", "O", "H", "C", "O", "N", "H", "C", "H", "C", "H", "C", "H", "C", "H", "C", "H", "O", "H", "H", "H", "H", "H", "H", "H", "H", "H"], "positions_angstrom": [[2.66390, 3.80596, 2.97627], [1.74707, 3.02322, 1.93515], [0.99301, 3.66989, 1.09377], [0.11876, 3.21218, 0.21921], [0.07962, 1.95240, 0.01786], [0.80963, 1.19148, 1.10369], [1.59135, 1.87196, 2.07618], [2.61125, 0.85450, 2.75142], [3.14108, 1.33369, 3.77630], [2.54577, -0.30572, 2.43645], [0.92260, -0.09834, 1.24718], [-0.73467, 1.21655, -0.70588], [-1.94482, 1.91138, -1.23734], [-0.53222, -0.07095, -1.16569], [0.41403, -0.38696, -1.00208], [-1.45363, -0.71176, -1.96662], [-0.96435, -0.99036, -3.02900], [-1.99121, -1.96341, -1.30191], [-2.45437, -1.84162, -0.52982], [-0.85663, -3.03278, -0.83873], [-0.49758, -2.93842, 0.06422], [-1.37977, -4.36502, -1.17215], [-0.58645, -5.16833, -1.56597], [-2.31504, -3.96037, -2.39501], [-2.80539, -4.77544, -2.87438], [-2.85051, -2.79906, -2.24105], [-1.72925, -3.70669, -3.57388], [-1.91496, -4.93565, -0.56780], [0.04375, -2.71962, -1.41640], [-2.31095, -0.14392, -2.36515], [-0.41151, 3.71271, -0.35808], [1.15774, 4.96372, 1.09708], [3.74707, 3.38285, 2.91286], [2.74535, 5.01007, 2.63279], [2.40132, 3.80186, 3.96650]], "forces_ev_per_a": [[2.97, 2.71, -5.00], [5.84, 15.85, 4.81], [-0.32, 10.25, -1.23], [3.08, 0.57, 2.72], [5.33, -7.04, 7.69], [-0.02, -3.35, -0.88], [-1.64, -19.83, -1.96], [-2.32, 2.16, 3.14], [-0.05, -1.59, -2.05], [1.07, 0.28, 0.02], [-0.82, 4.25, -0.92], [-11.27, -0.76, -8.94], [6.48, -3.73, 3.16], [1.23, 4.16, 2.70], [-0.28, -0.57, -0.28], [-1.05, -2.60, -4.68], [-0.68, 0.12, 2.34], [5.83, -4.76, -8.17], [-6.02, 2.23, 8.37], [-0.60, 2.04, -5.02], [1.03, 0.79, 5.35], [2.67, -0.18, -6.66], [-1.33, 2.00, 0.67], [5.61, -2.88, -4.56], [-1.87, -0.47, 0.71], [-2.18, 5.27, 3.35], [0.33, -1.30, 2.78], [-2.57, -1.71, 3.55], [-0.47, -0.89, -0.32], [0.61, 0.56, 1.05], [-4.58, 5.31, -4.92], [-0.65, -4.01, 0.06], [-1.93, 0.93, 0.11], [-0.34, -3.36, 0.80], [-1.10, -0.41, 2.22]]}

---

2.
{"formula": "C27H53As3KO9P", "method": "the ωB97M-V functional and the def2-TZVPD basis", "lumo_energy_ev": 4.17, "total_charge": -2, "elements": ["K", "O", "C", "O", "C", "C", "C", "C", "C", "O", "C", "C", "O", "O", "H", "H", "H", "H", "H", "H", "H", "H", "C", "As", "C", "C", "C", "C", "C", "As", "C", "C", "C", "As", "C", "C", "H", "H", "H", "H", "H", "H", "H", "H", "H", "H", "H", "H", "H", "H", "H", "H", "H", "H", "H", "H", "H", "H", "H", "H", "H", "H", "H", "C", "C", "C", "C", "O", "P", "O", "O", "O", "C", "C", "C", "C", "H", "H", "H", "H", "H", "H", "H", "H", "H", "H", "H", "H", "H", "H", "H", "H", "H", "H"], "positions_angstrom": [[-0.27896, -0.31153, -1.69524], [-0.30994, -1.23068, -6.05046], [-0.53515, -1.18562, -4.82900], [0.20503, -0.73264, -3.91533], [-1.94869, -1.65197, -4.37781], [-2.79371, -0.43513, -3.93088], [-4.28782, -0.79012, -3.93672], [-4.39633, -1.66149, -2.65953], [-2.93830, -1.67054, -2.18267], [-2.53027, -0.33024, -2.52311], [-2.08764, -2.56557, -3.10262], [-0.77384, -3.12114, -2.47431], [-0.17743, -3.99548, -3.12252], [-0.45692, -2.67230, -1.33367], [-2.40800, -2.12312, -5.24704], [-2.53231, 0.50042, -4.41985], [-4.57649, -1.31967, -4.84628], [-4.89520, 0.11131, -3.84511], [-4.77478, -2.66675, -2.85580], [-5.03680, -1.18574, -1.91538], [-2.77500, -1.85074, -1.12376], [-2.65397, -3.45967, -3.37658], [2.37152, -4.33729, -0.36333], [2.20107, -2.39128, -0.25252], [2.67849, -2.09664, -2.13587], [3.96235, -1.87620, 0.52547], [3.87407, -1.39776, 1.99017], [5.30411, -1.16710, 2.50129], [3.13705, -0.03910, 2.12780], [1.57594, 0.53666, 1.00862], [1.42067, 2.22365, 2.01381], [0.09051, -0.36660, 1.94576], [3.14953, -2.45969, 2.85400], [4.22860, -3.83004, 3.77554], [2.69143, -4.96518, 4.23253], [4.84039, -4.90749, 2.25199], [3.36896, -4.62160, -0.70790], [1.62330, -4.64616, -1.09559], [2.15213, -4.81573, 0.59302], [3.66988, -2.51740, -2.32444], [2.68399, -1.03463, -2.38073], [1.93109, -2.58679, -2.75946], [4.34447, -1.05451, -0.08959], [4.67674, -2.70148, 0.42820], [5.79202, -0.41000, 1.88273], [5.90944, -2.07671, 2.44339], [5.31982, -0.81953, 3.53867], [3.85749, 0.75825, 1.90677], [2.84889, 0.10144, 3.17579], [1.32779, 2.01354, 3.08212], [0.55090, 2.77701, 1.66489], [2.32047, 2.81788, 1.83985], [0.35349, -0.49585, 2.99913], [-0.09510, -1.33427, 1.48311], [-0.78779, 0.27161, 1.85433], [2.39744, -2.99418, 2.26901], [2.60535, -1.97415, 3.66922], [2.06459, -4.44072, 4.95389], [3.04843, -5.89042, 4.68588], [2.09512, -5.19830, 3.34959], [5.71456, -4.44539, 1.79451], [4.06171, -5.01518, 1.49904], [5.12409, -5.89262, 2.62621], [0.38116, 5.76052, -0.39719], [-0.68584, 4.87709, -1.02584], [-1.86428, 5.70550, -1.52295], [-0.09088, 4.06564, -2.17227], [-1.14375, 4.04731, 0.05518], [-1.82665, 2.58749, -0.21661], [-2.99002, 2.77447, -1.12669], [-0.74604, 1.59590, -0.49069], [-2.30220, 2.26984, 1.30133], [-3.55265, 2.69352, 1.87381], [-3.38244, 2.43161, 3.36334], [-4.66571, 1.83050, 1.29335], [-3.81958, 4.17447, 1.62996], [0.80132, 6.44989, -1.13462], [1.18599, 5.14312, 0.00365], [-0.04858, 6.34173, 0.42139], [-1.54479, 6.37617, -2.32605], [-2.27626, 6.30793, -0.70936], [-2.64469, 5.04199, -1.89486], [0.25122, 4.76104, -2.94440], [-0.82830, 3.39654, -2.61478], [0.75329, 3.46309, -1.83779], [-3.14093, 1.38118, 3.53244], [-4.30184, 2.67334, 3.90384], [-2.56807, 3.03830, 3.76287], [-4.49554, 0.78175, 1.54580], [-4.67362, 1.93070, 0.20827], [-5.63759, 2.13395, 1.69407], [-3.00681, 4.77858, 2.03673], [-4.75205, 4.45354, 2.13006], [-3.90628, 4.38164, 0.56478]], "forces_ev_per_a": [[1.28, 0.25, 0.78], [-0.03, 0.02, -0.05], [-0.03, -0.01, 0.11], [0.18, -0.24, -1.20], [-0.10, -0.11, 0.05], [0.10, -0.09, 0.06], [-0.05, -0.01, -0.04], [-0.05, -0.08, -0.02], [0.04, -0.02, -0.15], [-0.76, -0.31, -0.41], [0.05, 0.06, -0.18], [-0.13, -0.01, 0.04], [-0.01, -0.03, -0.03], [-0.17, -0.93, 0.02], [-0.01, -0.02, 0.02], [0.00, 0.02, 0.01], [-0.01, 0.01, 0.01], [0.01, 0.01, -0.02], [0.00, 0.01, 0.01], [0.00, -0.01, 0.01], [-0.03, 0.04, 0.03], [0.00, 0.01, -0.02], [0.03, -0.11, -0.01], [-0.21, 0.24, -0.33], [0.05, 0.01, 0.19], [0.10, 0.02, 0.04], [-0.10, -0.07, 0.00], [0.06, 0.02, 0.04], [0.01, 0.00, -0.01], [-0.03, -0.14, 0.15], [0.11, -0.01, -0.03], [0.24, 0.10, -0.03], [0.00, -0.04, 0.01], [0.03, 0.03, -0.01], [0.01, -0.01, 0.01], [0.01, -0.02, 0.00], [-0.02, -0.06, 0.02], [-0.02, 0.04, -0.01], [-0.01, -0.01, -0.03], [-0.02, 0.00, -0.04], [0.00, 0.01, 0.03], [-0.02, -0.01, 0.02], [-0.01, 0.00, -0.01], [0.02, 0.02, 0.05], [0.01, 0.00, 0.00], [-0.01, 0.00, 0.00], [-0.05, 0.00, 0.00], [0.01, -0.01, -0.04], [0.05, 0.01, 0.03], [0.00, 0.05, 0.01], [-0.03, -0.03, -0.03], [-0.02, 0.04, 0.04], [-0.04, -0.02, 0.00], [-0.02, -0.01, 0.00], [0.02, 0.01, -0.03], [-0.03, 0.08, -0.01], [0.03, 0.03, 0.02], [-0.01, -0.02, 0.01], [-0.03, -0.01, 0.01], [0.01, 0.01, -0.01], [0.01, -0.01, 0.00], [0.04, 0.00, 0.05], [0.02, 0.00, -0.01], [0.06, 0.11, -0.02], [-0.12, -0.19, 0.12], [-0.04, 0.12, -0.09], [0.09, 0.10, -0.10], [0.21, 0.11, 0.10], [-0.14, -0.09, -0.13], [0.10, -0.03, 0.04], [-0.51, 1.30, 0.73], [-0.08, 0.14, 0.18], [0.20, -0.12, -0.13], [-0.06, -0.01, 0.09], [-0.13, -0.02, -0.02], [-0.03, 0.05, 0.06], [-0.02, -0.01, 0.00], [-0.01, -0.02, 0.00], [0.00, -0.01, 0.01], [-0.01, 0.01, 0.01], [0.03, -0.02, 0.03], [0.02, -0.03, 0.01], [0.02, -0.04, -0.01], [-0.03, 0.02, 0.02], [-0.02, -0.01, 0.05], [0.00, 0.00, -0.02], [0.00, 0.00, -0.01], [0.01, 0.01, -0.02], [0.02, 0.01, 0.00], [0.01, 0.02, 0.02], [0.01, 0.00, 0.03], [0.01, -0.02, -0.02], [0.01, 0.02, -0.02], [-0.02, -0.04, -0.02]]}

---

3.
{"formula": "C6H12AlO14S2", "method": "the ωB97M-V functional and the def2-TZVPD basis", "lumo_energy_ev": -2.34, "total_charge": -1, "elements": ["Al", "S", "O", "O", "O", "O", "S", "O", "O", "O", "O", "C", "O", "C", "O", "O", "C", "H", "H", "H", "H", "H", "H", "C", "O", "C", "O", "O", "C", "H", "H", "H", "H", "H", "H"], "positions_angstrom": [[12.74295, 10.61651, 4.18852], [15.69992, 11.57674, 3.65647], [14.88544, 10.79439, 2.67978], [16.18267, 12.83980, 3.06001], [14.82534, 11.73727, 4.83376], [16.96357, 10.83471, 3.86781], [10.36420, 8.70575, 5.05539], [10.54833, 9.86900, 6.00112], [10.43289, 9.29940, 3.68546], [11.58563, 7.89578, 5.28855], [9.14564, 7.98134, 5.32475], [11.70239, 6.74218, 2.23310], [12.14296, 7.14430, 0.94378], [12.43403, 8.41020, 0.74217], [12.45877, 9.27060, 1.57346], [12.70153, 8.59491, -0.56104], [12.74744, 9.90850, -1.04088], [11.55984, 5.67236, 2.23707], [10.75816, 7.25925, 2.41933], [12.31316, 7.17210, 3.02211], [13.75472, 10.20050, -1.34848], [12.43395, 10.63658, -0.29468], [12.14158, 10.08596, -1.93110], [16.19207, 8.30108, 1.47675], [15.99449, 7.23443, 2.38755], [15.21128, 7.37043, 3.43345], [14.38213, 8.20651, 3.59765], [15.38421, 6.33703, 4.24033], [14.31797, 5.98813, 5.12966], [16.71362, 7.86730, 0.62259], [16.82399, 9.09295, 1.86636], [15.25408, 8.69913, 1.09585], [13.35393, 5.94468, 4.63390], [14.30271, 6.74157, 5.91421], [14.57390, 5.00678, 5.51426]], "forces_ev_per_a": [[1.52, -1.41, -0.83], [4.92, 0.89, -3.37], [-2.62, -0.74, 0.15], [-1.90, 0.03, 0.92], [-2.96, -0.49, 2.02], [-1.41, -0.65, 0.98], [2.22, -0.87, 1.89], [0.41, 1.16, -0.23], [0.85, 1.04, -0.99], [-0.41, 0.13, -0.71], [-0.36, 0.36, -0.43], [-0.94, 1.50, 0.75], [0.53, -0.60, -1.15], [-0.10, -0.06, 0.06], [-0.05, 0.80, 0.58], [-0.31, -0.83, -0.25], [0.49, 1.75, -0.20], [0.32, -0.14, -0.05], [-0.23, -0.38, -0.07], [0.47, -0.52, -0.02], [0.16, -0.34, 0.27], [-0.01, -0.18, 0.17], [-0.33, -0.73, 0.10], [0.04, 0.31, -1.00], [0.94, -0.53, 0.09], [-0.24, -0.75, -0.10], [-1.25, 1.64, 0.38], [0.60, -1.04, -0.32], [0.27, 0.60, 0.25], [0.00, -0.22, 0.14], [-0.23, 0.08, 0.44], [-0.10, 0.15, 0.36], [-0.03, 0.20, -0.12], [-0.35, -0.18, 0.18], [0.09, 0.02, 0.10]]}

---

4.
{"formula": "C11H17N4", "method": "the ωB97M-V functional and the def2-TZVPD basis", "lumo_energy_ev": -3.04, "smiles": "C[NH2+][C@@H](C(C)C)n1nnc2ccccc21", "total_charge": 1, "elements": ["C", "C", "C", "C", "C", "C", "C", "C", "C", "C", "C", "N", "N", "N", "N", "H", "H", "H", "H", "H", "H", "H", "H", "H", "H", "H", "H", "H", "H", "H", "H", "H"], "positions_angstrom": [[0.47128, 3.86615, -1.36818], [-0.77480, 3.41807, -0.90145], [1.54481, 3.01982, -1.49781], [-0.99766, 2.10921, -0.53630], [1.34508, 1.68523, -1.13871], [0.08189, 1.24303, -0.65325], [0.89605, -1.37997, 2.19627], [-1.22039, -0.02971, 2.23003], [-0.43705, -2.83467, -1.77905], [-0.51924, -1.24990, 1.63578], [-0.52174, -1.16306, 0.09063], [2.18120, 0.61582, -1.17318], [1.56388, -0.40032, -0.75701], [0.28056, -0.08684, -0.42331], [0.12181, -2.38119, -0.49557], [0.57793, 4.90578, -1.63415], [-1.58547, 4.12597, -0.82822], [2.50409, 3.34821, -1.86017], [-1.96006, 1.77740, -0.18170], [1.51742, -0.54193, 1.89109], [0.85142, -1.37556, 3.28128], [1.38692, -2.30259, 1.89447], [-0.65779, 0.87844, 2.03037], [-1.30005, -0.14445, 3.30673], [-2.22524, 0.08034, 1.82986], [-1.46763, -3.16255, -1.65322], [-0.40519, -2.02189, -2.50179], [0.15255, -3.66332, -2.16549], [-1.10130, -2.13979, 1.90217], [-1.55255, -1.06343, -0.27383], [1.11708, -1.98355, -0.64676], [0.13220, -3.14877, 0.18046]], "forces_ev_per_a": [[0.26, 0.06, -0.09], [-0.13, -0.23, 0.08], [-0.07, -0.03, 0.02], [-0.24, 0.10, 0.05], [-1.26, -0.05, 0.45], [0.81, 0.20, -0.34], [-0.20, -0.01, -0.04], [0.02, -0.22, -0.17], [-0.27, -0.20, -0.63], [0.11, 0.16, -0.13], [-0.60, -0.09, 0.82], [0.79, 0.07, -0.27], [-0.08, -0.29, 0.15], [0.30, 0.50, -0.40], [0.47, 0.09, 0.17], [0.03, 0.09, -0.03], [-0.09, 0.06, 0.01], [0.12, 0.09, -0.05], [-0.13, 0.02, 0.05], [0.08, 0.07, -0.02], [0.01, -0.06, 0.09], [0.15, -0.11, 0.00], [0.05, 0.12, 0.00], [-0.01, 0.00, 0.09], [-0.15, 0.07, -0.02], [0.04, 0.06, 0.11], [0.05, 0.07, 0.10], [0.05, 0.03, 0.10], [-0.02, -0.02, -0.08], [0.24, -0.09, -0.04], [-0.40, -0.71, 0.08], [0.04, 0.25, -0.05]]}

---

Computed max |F|, in the same sequence as the records: 19.999; 1.579; 6.032; 1.338 eV Å⁻¹.
Computed energy above the lowest of the compared OMol25 structures with the same formula, charge and spin, in the same sequence as the records: 1615.8; 50.2; 257.6; 190.1 kJ/mol.